Entry 1:
Formula: C52H80F5N4O3SSbSeSiTl
Source: the Open Molecules 2025 dataset
Level of theory: ωB97M-V/def2-TZVPD

CARTESIAN COORDINATES (ANGSTROEM)
Tl -1.210 -0.687 0.722
Sb 0.095 4.393 0.178
Se -2.493 1.491 -3.437
S -0.739 -2.638 2.271
Si 0.526 -4.139 1.514
F -1.785 -1.797 -7.475
F 0.279 -0.368 -8.519
F -3.022 -0.991 -5.265
F -0.117 2.759 -5.066
F 1.088 1.911 -7.275
O 1.816 -3.608 0.645
O 1.165 -5.056 2.718
O -0.473 -5.027 0.567
N -2.711 -1.424 -0.686
N -0.411 0.694 2.319
N -3.008 0.729 0.867
N 0.830 0.090 0.099
C -0.574 1.622 -5.613
C 3.442 -5.454 0.596
C -1.365 0.868 3.388
C 1.599 0.406 1.116
C 0.958 -5.276 4.118
C 3.880 -3.362 1.888
C -5.644 1.856 -1.485
C -2.327 6.205 0.316
C 0.282 -0.615 -2.182
C 3.006 0.336 1.025
C 2.535 5.615 -1.479
C 2.690 3.222 -0.767
C 0.067 1.203 -6.764
C -2.940 1.985 1.600
C -0.480 -5.715 4.368
C -2.418 -2.670 -1.381
C -1.469 -2.478 -2.568
C 2.824 1.697 3.795
C -0.337 0.049 -7.400
C -1.383 -0.669 -6.864
C -0.046 -2.114 -2.110
C 1.295 -4.013 4.902
C 1.918 -6.396 4.488
C 1.504 1.553 3.440
C 1.750 4.323 -1.268
C 0.900 5.664 1.799
C -0.823 6.889 -1.567
C 3.215 -3.945 0.644
C -3.801 0.644 -0.181
C -6.342 0.872 -2.161
C -5.924 -0.442 -2.276
C -2.016 -6.488 -0.433
C -1.636 0.930 -5.027
C 4.021 0.635 1.926
C -2.008 -0.231 -5.712
C 0.162 -7.359 0.414
C -3.749 -0.646 -0.940
C 3.797 -3.306 -0.608
C -2.184 4.795 -1.720
C -0.064 5.498 2.975
C -2.406 1.930 3.045
C 0.870 0.859 2.365
C 2.254 5.078 2.202
C 1.066 7.147 1.470
C 1.390 -0.222 -1.211
C -0.533 -6.181 -0.258
C 0.095 -5.852 -1.607
C 1.130 3.857 -2.587
C -4.557 1.751 -0.638
C 3.981 1.238 3.166
C -1.387 5.704 -0.784
C -4.773 -1.057 -1.820
H 4.968 -3.433 1.796
H -2.977 5.377 -2.213
H 1.688 -7.296 3.910
H 0.332 6.023 3.857
H 0.096 -2.473 -1.081
H -3.939 2.427 1.661
H 0.697 -2.656 -2.700
H 2.200 4.000 2.384
H 3.599 -2.313 2.004
H 3.302 5.445 -2.249
H -3.239 1.802 3.742
H 3.359 -0.065 0.084
H -0.184 4.443 3.243
H -0.481 -5.068 -2.105
H 0.117 -6.736 -2.252
H -6.552 -1.081 -2.890
H 1.938 0.649 -1.587
H -4.227 2.701 -0.240
H 0.608 -3.204 4.648
H 1.114 -5.484 -1.475
H -1.462 -3.406 -3.146
H -0.220 -7.482 1.432
H 3.238 3.511 0.132
H 0.804 2.043 4.106
H -0.691 -6.640 3.824
H 0.112 7.629 1.251
H 2.107 -1.049 -1.136
H -4.646 -2.056 -2.209
H -1.055 5.905 2.763
H 3.017 5.255 1.442
H -2.320 2.685 1.038
H -1.654 7.526 -1.904
H -6.014 2.870 -1.611
H 1.502 7.669 2.336
H 2.145 2.302 -0.536
H 3.428 2.986 -1.547
H 1.242 -7.207 0.471
H 3.825 -2.218 -0.515
H 3.565 -3.906 2.781
H 1.729 7.309 0.619
H 4.924 1.404 3.672
H 3.188 -3.562 -1.478
H 3.027 -5.882 -0.319
H 3.054 5.934 -0.572
H 1.222 -4.215 5.975
H -0.150 7.509 -0.975
H 5.014 0.371 1.573
H -2.665 3.973 -1.184
H 2.986 -5.937 1.462
H 0.518 4.629 -3.055
H -0.604 -0.013 -1.971
H -0.290 6.560 -2.461
H 1.905 6.438 -1.820
H -1.871 -1.693 -3.216
H -0.029 -8.279 -0.146
H -1.873 -0.095 3.516
H 2.946 -6.098 4.269
H -1.179 -4.947 4.032
H -1.584 4.335 -2.506
H 4.515 -5.659 0.612
H -2.670 5.389 0.964
H 2.312 -3.685 4.677
H -1.945 -3.334 -0.650
H -1.865 6.966 0.947
H -2.159 -7.337 -1.107
H 0.498 2.969 -2.468
H -7.235 1.165 -2.698
H -3.218 6.652 -0.145
H 1.929 3.600 -3.296
H 4.817 -3.662 -0.772
H -0.910 1.098 4.352
H -3.325 -3.173 -1.712
H -2.465 -6.720 0.536
H -2.527 -5.615 -0.846
H 1.841 -6.631 5.553
H 0.558 -0.348 -3.204
H -0.641 -5.889 5.435
H 2.599 5.557 3.131
H 2.983 2.257 4.711
H -1.978 2.917 3.241

For the frontier orbital gap, the calculation gives 6.084 eV. The energy is -6475.5046 Ha. The total charge is -1. The LUMO energy is 2.13 eV.



Entry 2:
Formula: C52H80FGeN4O2P4RhS2
Source: the Open Molecules 2025 dataset
Level of theory: ωB97M-V/def2-TZVPD

CARTESIAN COORDINATES (ANGSTROEM)
Rh -0.496 0.297 0.428
Ge 0.066 0.682 -2.114
S -1.009 -0.241 2.799
S 2.182 -1.238 3.514
P 0.416 -0.743 4.181
P 0.390 2.435 0.792
P -2.674 0.601 -0.327
P 1.494 -2.486 -1.126
F -2.457 -5.705 2.973
O -0.319 -1.874 5.024
O 0.559 0.470 5.193
N 0.458 -0.895 -3.240
N 0.707 1.518 -4.207
N -1.607 1.318 -2.778
N 0.834 2.579 -1.944
C -4.142 0.922 2.016
C -1.596 2.191 -3.860
C 2.203 2.386 2.942
C -2.750 1.484 -1.921
C 2.137 2.288 1.417
C 1.867 2.960 -2.773
C 3.022 2.307 -4.815
C 0.316 5.061 1.912
C 2.871 -4.928 -0.503
C -1.988 -3.852 1.614
C -1.046 -2.987 1.094
C -0.283 0.885 6.313
C -0.254 3.460 -5.427
C -3.647 -0.938 -0.657
C 3.266 -0.292 -1.228
C 1.935 2.239 -3.971
C 0.483 3.353 -0.802
C 0.702 -4.140 2.238
C 0.895 0.649 -6.542
C 2.837 3.946 -2.570
C -0.961 -4.044 5.711
C 3.161 3.213 0.769
C 0.656 -0.802 -4.620
C 0.645 -2.233 -2.754
C -1.554 -4.864 2.452
C -0.222 -5.025 2.776
C 3.200 -1.817 -1.398
C 0.761 0.464 -5.179
C 1.311 -2.192 0.785
C -2.595 3.899 -5.261
C 0.981 -0.446 -7.389
C 0.229 -3.185 5.341
C 3.914 4.057 -3.443
C -0.492 3.771 1.744
C -2.945 -1.705 -1.785
C -2.716 2.914 -4.290
C -1.359 4.211 -5.804
C -1.761 0.884 5.971
C 0.022 0.050 7.539
C 1.755 -4.325 -1.353
C 1.250 -3.098 6.460
C -3.694 1.691 0.767
C 0.907 -1.719 -6.849
C 0.307 -3.115 1.389
C -5.131 -0.764 -0.983
C 0.455 -5.139 -1.205
C -1.089 3.337 3.084
C 3.823 -2.215 -2.735
C -4.886 2.417 0.139
C 0.736 -1.903 -5.485
C 4.043 3.211 -4.534
C -0.391 2.431 -4.518
H 4.874 -1.923 -2.734
H -1.540 2.351 3.023
H 4.669 4.808 -3.255
H -1.444 -3.650 6.606
H 0.643 -6.166 -1.521
H -0.630 -5.064 5.915
H -5.289 3.114 0.875
H 0.999 -1.129 0.795
H -1.255 5.013 -6.520
H 4.899 3.283 -5.190
H -0.333 5.813 2.365
H -0.532 3.760 -0.936
H 2.850 0.218 -2.101
H 0.933 1.648 -6.953
H -2.889 2.549 -1.687
H -2.327 1.205 6.846
H 3.048 -5.950 -0.840
H 1.744 -4.235 2.517
H 3.813 -4.389 -0.600
H -0.354 -4.750 -1.825
H 0.768 -2.866 7.409
H -3.669 1.142 -2.413
H -1.333 3.993 1.077
H 0.723 3.683 -5.840
H 4.305 0.024 -1.127
H -5.686 1.731 -0.132
H -3.477 4.440 -5.576
H -0.415 0.526 8.418
H 1.164 4.923 2.576
H 1.153 4.195 -0.640
H -1.364 -2.193 0.423
H 2.334 -2.282 1.133
H -3.133 -1.233 -2.751
H -4.620 2.997 -0.743
H -2.090 -0.117 5.691
H 3.775 -2.264 -0.585
H 3.136 1.949 3.294
H -0.400 -0.948 7.434
H -3.336 0.339 2.452
H 1.396 1.849 3.426
H 3.340 -1.692 -3.563
H 1.098 -0.032 7.689
H -1.977 1.560 5.146
H 1.329 -2.781 -3.399
H -5.715 -0.492 -0.107
H 1.763 -4.056 6.556
H 1.110 -0.302 -8.452
H -3.692 2.707 -3.876
H 0.632 -2.911 -5.111
H -3.314 -2.731 -1.830
H 0.108 -5.167 -0.178
H 2.775 4.623 -1.729
H -3.566 -1.517 0.270
H -5.525 -1.711 -1.357
H -5.302 -0.015 -1.757
H -1.862 -1.738 -1.643
H -3.043 -3.756 1.392
H 1.995 -2.334 6.244
H 2.602 -4.976 0.547
H 3.066 1.692 -5.704
H 3.784 -3.287 -2.926
H -2.966 2.447 1.083
H 3.245 3.039 -0.302
H -4.496 1.619 2.777
H 2.172 3.424 3.273
H -0.298 -2.791 -2.686
H 2.402 1.262 1.154
H 2.062 -4.408 -2.397
H 2.724 0.044 -0.345
H 0.967 -2.584 -7.497
H 0.075 -5.817 3.450
H -1.858 4.052 3.387
H 0.055 1.908 6.482
H 0.707 -3.567 4.439
H -1.691 -4.067 4.903
H -0.328 3.309 3.865
H -4.962 0.243 1.780
H 0.674 5.467 0.968
H 4.137 3.006 1.214
H 2.934 4.265 0.946

For the frontier orbital gap (spin up / spin down), the calculation gives 6.022 / 6.230 eV. The value obtained for the energy relative to the best compared isomer or geometry (same formula, charge and spin) is 103.14 kJ/mol. The spin multiplicity is 2. The energy is -6848.0556 Ha. The total charge is +1. As for the expectation value of S²: 0.76. The LUMO energy (spin up / spin down) is -3.31 / -3.15 eV.



Entry 3:
Formula: C52H80N3O3
Source: the Open Molecules 2025 dataset
Level of theory: ωB97M-V/def2-TZVPD

CARTESIAN COORDINATES (ANGSTROEM)
O 1.958 -4.069 -0.130
O 2.048 -0.692 0.275
O 5.564 2.466 -1.571
N 3.472 1.127 0.664
N 3.544 -0.195 2.561
N 3.877 2.251 2.642
C 8.554 4.705 -7.276
C -5.914 1.797 -5.443
C 5.173 -2.051 2.867
C 3.568 -2.931 4.529
C 5.169 2.728 -0.246
C 2.954 2.469 3.791
C 6.809 3.144 -6.728
C -3.104 1.648 3.468
C 3.666 -5.771 -0.656
C 2.572 -2.935 -0.707
C 3.773 5.055 -5.121
C -3.821 -4.025 3.958
C -0.766 2.503 4.075
C -8.900 -3.691 2.052
C -6.166 0.135 -0.357
C -5.025 0.733 -5.511
C -3.947 -5.399 4.113
C -2.940 -6.123 4.734
C 8.050 2.890 -8.770
C 1.871 4.176 -3.297
C 4.789 -0.612 3.266
C -6.569 -0.636 -4.279
C 7.055 2.454 -7.907
C 3.972 5.257 -3.762
C -5.353 -0.484 -4.930
C -5.958 1.065 0.852
C 1.623 -1.752 -0.585
C -7.459 0.426 -4.214
C 3.669 2.415 -0.032
C -1.685 -4.099 5.056
C 4.925 -3.051 3.998
C 3.615 1.049 1.946
C -6.914 -2.057 0.736
C 1.653 3.154 3.348
C 7.561 4.267 -6.411
C 1.675 3.974 -4.656
C -1.809 -5.473 5.208
C -5.859 -1.333 -0.089
C 2.481 -2.823 4.972
C 3.165 -0.029 -0.198
C 2.628 4.411 -5.566
C -2.069 2.757 3.284
C 3.020 4.815 -2.852
C -4.690 0.795 1.646
C -7.531 -4.341 1.822
C -4.386 1.909 2.643
C 8.798 4.016 -8.456
C 0.452 2.179 3.184
C 2.861 -5.018 0.398
C -6.559 -3.531 0.914
C -7.132 1.643 -4.797
C -2.690 -3.375 4.429
H -5.561 -3.569 1.356
H -0.804 -3.591 5.429
H -5.224 1.990 3.338
H -2.592 -2.303 4.309
H -4.610 -3.465 3.472
H 5.595 0.088 3.058
H 9.138 5.582 -7.031
H -4.076 0.852 -6.020
H -2.658 0.693 3.178
H -6.823 -1.585 -3.823
H 4.068 -0.646 -0.272
H -7.858 -1.996 0.192
H 1.535 -2.712 5.459
H 0.162 2.183 2.135
H -7.181 0.262 -0.733
H -7.076 -1.587 1.708
H -0.562 3.375 4.693
H -4.809 -0.124 2.225
H -0.909 1.670 4.764
H -7.072 -4.472 2.803
H -2.518 3.680 3.652
H 4.512 5.399 -5.833
H 5.052 -4.061 3.599
H -1.025 -6.037 5.697
H 6.030 2.806 -6.056
H 4.577 -6.177 -0.215
H 0.779 3.478 -5.006
H -3.037 -7.194 4.852
H 3.970 -5.144 -1.491
H -9.565 -4.427 2.505
H -5.894 2.086 0.463
H 1.125 3.840 -2.587
H 3.153 3.214 0.484
H -5.484 0.469 -1.143
H -5.659 2.745 -5.897
H -8.849 -2.850 2.738
H 1.355 -1.339 -1.562
H 2.969 0.364 -1.199
H -4.873 -1.456 0.362
H 3.536 -4.551 1.125
H 4.865 5.762 -3.414
H -1.868 2.893 2.222
H 3.542 -2.756 -0.232
H 2.476 4.251 -6.626
H -3.835 0.675 0.976
H -3.367 1.583 4.523
H 5.771 2.125 0.432
H 9.571 4.358 -9.131
H -6.840 1.047 1.495
H 3.102 -6.623 -1.030
H 3.249 2.333 -1.030
H 1.858 3.650 2.400
H 2.725 -0.294 3.147
H 6.200 -2.086 2.507
H -4.832 -5.905 3.749
H -7.696 -5.327 1.393
H 5.426 3.261 -2.096
H 8.243 2.352 -9.689
H 4.535 -2.329 2.029
H 6.470 1.577 -8.154
H 3.175 4.977 -1.790
H -9.365 -3.392 1.115
H -8.409 0.307 -3.708
H 4.564 -0.626 4.332
H 2.256 -5.733 0.952
H 1.426 3.948 4.055
H 2.751 1.551 4.342
H 4.822 2.174 3.014
H -4.306 2.878 2.148
H -7.828 2.470 -4.748
H 5.335 3.769 0.036
H 0.806 1.167 3.393
H -4.662 -1.315 -4.987
H 5.662 -2.939 4.794
H -6.504 -4.025 -0.055
H 3.486 3.126 4.476
H 7.372 4.802 -5.488
H 0.702 -2.126 -0.142
H 2.771 -3.125 -1.766
H -5.803 -1.842 -1.057

For the frontier orbital gap, the calculation gives 7.340 eV. The energy is -2419.0110 Ha. The total charge is +1. The LUMO energy is -3.31 eV.



Question: What is the formula in the third record?
Answer: C52H80N3O3